Here is a cluster of 8 separate species, C34H47BrF21O15S in total from the OMol25 dataset. Energies are from the ωB97M-V functional and the def2-TZVPD basis.

Each line ends with the Mulliken charge.
CARTESIAN COORDINATES (ANGSTROEM)
1 C 4.46 3.43 -3.61  -1.6650
2 C 3.73 4.71 -4.03  1.0588
3 C 3.00 5.40 -2.87  -1.4170
4 C 2.79 4.38 -5.19  -1.1202
5 S 2.02 5.85 -5.92  0.1515
6 C 2.60 5.95 -7.62  -0.7842
7 C 4.10 6.21 -7.70  0.5354
8 O 4.73 6.71 -6.84  -0.3924
9 Br 4.87 5.63 -9.34  -0.0435
10 H 5.43 3.63 -3.17  0.4507
11 H 3.86 2.80 -2.96  0.1802
12 H 4.67 2.82 -4.51  0.4568
13 H 4.48 5.41 -4.42  0.1749
14 H 3.55 5.31 -1.93  0.4325
15 H 2.92 6.47 -3.07  0.4560
16 H 1.98 5.03 -2.73  0.2042
17 H 3.37 3.90 -5.99  0.5468
18 H 1.99 3.69 -4.91  0.6180
19 H 2.62 6.87 -5.28  0.2318
20 H 2.02 6.74 -8.10  0.4671
21 H 2.36 5.00 -8.11  0.4586
22 C 6.95 -1.91 -1.35  -1.2548
23 C 6.69 -1.40 0.05  0.1318
24 O 6.28 -0.01 0.03  -0.3160
25 C 5.01 0.22 -0.26  0.3173
26 O 4.16 -0.58 -0.51  -0.5315
27 C 4.74 1.73 -0.18  0.9287
28 F 5.66 2.46 -0.83  -0.2669
29 F 4.70 2.14 1.09  -0.2538
30 F 3.57 2.04 -0.76  -0.2346
31 H 7.68 -1.27 -1.86  0.3236
32 H 7.34 -2.92 -1.32  0.3801
33 H 6.04 -1.90 -1.95  0.3368
34 H 7.60 -1.42 0.64  0.1129
35 H 5.94 -2.00 0.56  0.3260
36 C 8.43 0.88 5.37  -1.1115
37 C 7.51 -0.19 4.84  -0.2321
38 O 8.17 -1.03 3.88  -0.2221
39 C 8.95 -1.99 4.38  0.3035
40 O 9.14 -2.23 5.53  -0.5092
41 C 9.55 -2.82 3.22  0.8928
42 F 10.02 -2.03 2.25  -0.2478
43 F 8.60 -3.60 2.69  -0.2539
44 F 10.53 -3.59 3.65  -0.2416
45 H 8.85 1.46 4.55  0.2993
46 H 7.89 1.55 6.04  0.3752
47 H 9.26 0.44 5.93  0.3222
48 H 6.67 0.25 4.30  0.3064
49 H 7.10 -0.81 5.64  0.3320
50 C 0.07 2.23 0.29  -0.9898
51 C 0.49 3.53 -0.35  -0.2461
52 O -0.03 3.67 -1.70  -0.2340
53 C -1.28 4.09 -1.81  0.3045
54 O -2.03 4.38 -0.93  -0.5272
55 C -1.63 4.23 -3.31  0.9067
56 F -1.22 3.16 -4.01  -0.2539
57 F -1.01 5.31 -3.82  -0.2525
58 F -2.93 4.37 -3.48  -0.2450
59 H 0.34 1.39 -0.34  0.3138
60 H 0.55 2.13 1.25  0.2651
61 H -1.01 2.20 0.43  0.4473
62 H 1.57 3.56 -0.47  0.1035
63 H 0.20 4.39 0.25  0.3643
64 C -2.04 -3.73 3.55  -0.9229
65 C -0.54 -3.57 3.37  -0.3769
66 O -0.20 -2.21 2.99  -0.2773
67 C -0.15 -1.33 3.98  0.1619
68 O -0.35 -1.52 5.14  -0.5195
69 C 0.26 0.04 3.41  1.0987
70 F -0.42 0.34 2.29  -0.2635
71 F 1.57 0.05 3.11  -0.2487
72 F 0.04 1.01 4.30  -0.2526
73 H -2.55 -3.41 2.65  0.2317
74 H -2.28 -4.77 3.76  0.4049
75 H -2.40 -3.12 4.38  0.2983
76 H -0.18 -4.19 2.56  0.3306
77 H 0.00 -3.85 4.27  0.3444
78 C -2.57 7.17 -0.16  -0.9537
79 C -3.42 8.16 0.61  -0.4591
80 O -2.92 8.33 1.95  -0.3052
81 C -1.88 9.14 2.08  0.3355
82 O -1.31 9.74 1.22  -0.5216
83 C -1.50 9.25 3.58  0.9070
84 F -1.47 8.04 4.16  -0.2440
85 F -2.39 10.01 4.22  -0.2490
86 F -0.30 9.80 3.71  -0.2372
87 H -2.51 6.23 0.37  0.3524
88 H -3.00 6.99 -1.15  0.3636
89 H -1.56 7.55 -0.29  0.3276
90 H -4.43 7.80 0.72  0.3535
91 H -3.46 9.13 0.11  0.3452
92 C -8.64 -6.20 1.64  -1.0471
93 C -8.12 -4.90 1.08  -0.2642
94 O -6.72 -4.70 1.40  -0.2950
95 C -5.85 -5.34 0.64  0.1916
96 O -6.09 -6.06 -0.29  -0.5363
97 C -4.42 -5.00 1.09  1.1436
98 F -4.29 -5.07 2.42  -0.2778
99 F -4.11 -3.75 0.70  -0.2751
100 F -3.54 -5.83 0.54  -0.2575
101 H -8.46 -6.25 2.72  0.3522
102 H -9.70 -6.29 1.46  0.3739
103 H -8.14 -7.05 1.18  0.2440
104 H -8.63 -4.05 1.54  0.2966
105 H -8.26 -4.84 0.01  0.3474
106 C -8.64 -12.39 -1.94  -1.1098
107 C -8.13 -10.96 -1.92  -0.2138
108 O -9.20 -10.03 -1.66  -0.3076
109 C -9.57 -9.89 -0.40  0.3224
110 O -9.11 -10.45 0.56  -0.5088
111 C -10.68 -8.83 -0.29  0.9430
112 F -11.62 -9.01 -1.23  -0.2507
113 F -10.16 -7.61 -0.46  -0.2531
114 F -11.27 -8.87 0.90  -0.2510
115 H -9.45 -12.49 -2.67  0.3041
116 H -7.83 -13.07 -2.21  0.3731
117 H -9.03 -12.69 -0.97  0.3218
118 H -7.73 -10.68 -2.89  0.3214
119 H -7.35 -10.83 -1.18  0.3178

Calculated values
E_tot = -7521.60113 a.u.
HOMO-LUMO gap = 0.322 Ha
Charge = +1
M = 1206.66 g mol⁻¹
2S+1 = 1